(1)
83
Properties=species:S:1:pos:R:3:forces:R:3 method="wB97M-V/def2-TZVPD" multiplicity=3 s2=2.092 gap_ev="5.09 / 5.18" energy_ev=-136522.711 charge=+4 fmax_ev_per_a=7.25 de_lowest_kj_mol=82.4
C -0.203427 -0.575419 -4.804143 0.207 -0.404 0.037
C -0.357908 0.388955 -3.776403 -0.978 0.299 0.018
C -1.115327 1.562946 -4.071219 0.371 0.057 -0.047
C -1.476977 1.778181 -5.402516 -0.043 -0.050 0.393
N -1.230195 0.901405 -6.381809 0.296 -0.190 0.152
C -0.624087 -0.252376 -6.095536 0.038 0.046 0.329
C 0.330361 0.160877 -2.580444 1.918 -0.343 0.471
C 1.189450 -0.227932 -1.687898 -0.785 0.948 -1.152
C 2.592352 -0.033496 -1.388548 -1.511 -0.754 -0.508
C 2.963066 -0.453743 -0.064040 1.212 0.143 1.358
C 3.112982 0.665169 0.863187 4.179 1.377 -1.960
C 3.195398 1.911700 0.133862 1.616 1.175 3.547
C 3.731025 1.975466 -1.176750 -0.125 -0.536 -1.573
C 3.392992 0.938314 -2.022081 0.435 1.204 0.604
W 1.119663 0.443112 0.507053 -6.761 -1.940 -1.745
P -1.520519 -0.761428 -0.014815 -1.434 0.201 -0.460
H -1.408860 2.270851 -3.288082 0.343 -0.188 -0.405
H 0.240960 -1.550895 -4.586806 0.037 0.411 -0.182
H -1.977706 2.699386 -5.702558 0.002 -0.251 0.138
H -0.436239 -0.954394 -6.910262 -0.219 0.226 0.141
H 3.609090 0.847873 -3.077854 0.123 0.299 -0.137
H 3.250369 -1.487838 0.122888 -0.379 0.456 0.053
H 4.347640 2.824332 -1.486836 -0.457 -0.106 0.055
H 3.303707 0.614721 1.930305 0.297 0.090 -0.045
C -2.702997 -1.451815 1.237618 1.001 0.120 0.723
C -4.161789 -1.695371 0.842914 -0.324 -0.041 -0.258
H -2.656676 -0.761072 2.091165 -0.082 -0.231 -0.043
H -2.234691 -2.381242 1.587008 -0.137 0.058 0.048
H -4.691899 -2.096564 1.711158 0.173 0.053 0.000
H -4.696598 -0.785516 0.555165 0.196 -0.074 0.079
H -4.277992 -2.430532 0.041426 0.046 0.271 0.233
C -2.591947 0.496286 -0.840730 0.434 0.374 0.110
C -3.536327 0.021730 -1.936408 -0.382 0.030 -0.358
H -1.915662 1.271891 -1.226765 -0.169 0.024 -0.045
H -3.163832 0.979662 -0.035885 0.161 -0.166 -0.146
H -4.139012 0.872372 -2.274741 0.121 -0.085 0.056
H -3.010207 -0.357541 -2.818053 -0.027 -0.039 0.169
H -4.248358 -0.736019 -1.595375 0.273 0.189 -0.077
C -1.307369 -2.151128 -1.213848 0.843 0.278 -0.014
C -2.441455 -3.113181 -1.556842 -0.266 -0.222 -0.171
H -0.451792 -2.719684 -0.819045 -0.032 0.012 -0.076
H -0.914666 -1.656140 -2.110523 -0.294 -0.432 0.089
H -2.057898 -3.853202 -2.268282 0.040 0.123 0.120
H -2.809326 -3.677604 -0.695122 0.114 0.165 -0.117
H -3.285944 -2.628257 -2.055611 0.210 -0.084 0.237
Br 3.449113 3.578851 1.182429 0.732 -1.577 -0.800
P -0.291471 2.103039 1.979111 0.128 0.379 -0.179
C -2.095059 2.315649 2.120236 -0.556 -0.848 -0.580
C -2.613713 3.162849 3.278713 0.099 0.378 0.442
H -2.517973 1.304902 2.177501 -0.101 0.213 0.095
H -2.441892 2.735816 1.165662 0.177 -0.087 0.137
H -3.707444 3.206915 3.223548 0.218 -0.092 -0.044
H -2.355795 2.748075 4.257595 -0.058 0.009 -0.163
H -2.252441 4.196042 3.244676 -0.061 -0.249 -0.032
C 0.359391 2.087278 3.674978 0.422 -0.341 0.259
C 0.720761 3.418443 4.323584 0.057 0.490 0.348
H 1.234450 1.424151 3.682775 -0.052 0.095 0.020
H -0.401658 1.567467 4.274224 0.075 0.014 -0.169
H 1.165746 3.231306 5.309208 -0.133 -0.042 -0.235
H 1.460889 3.981832 3.747827 -0.123 -0.103 0.022
H -0.155153 4.055768 4.490295 0.199 -0.167 -0.102
C 0.233875 3.522366 0.974955 1.230 0.039 0.207
C -0.318972 4.876133 1.376857 -0.423 0.511 -0.096
H 0.097307 3.307691 -0.096742 -0.415 -0.031 0.071
H 1.330462 3.568035 1.080379 -0.987 -0.055 0.017
H 0.135105 5.655074 0.751213 -0.168 -0.179 0.098
H -1.399264 4.896126 1.221783 0.081 0.269 0.057
H -0.099793 5.131743 2.421645 -0.079 -0.174 -0.334
S 1.075631 -1.439021 1.759026 -0.276 -2.051 1.130
C 2.160554 -2.958727 1.537174 1.453 -0.571 -0.027
N 3.496856 -2.864752 1.671011 -1.464 0.695 0.110
C 4.385825 -3.989180 1.327851 0.175 -0.328 0.292
C 3.798806 -4.715396 0.129238 -0.062 0.077 -0.173
C 2.376933 -5.175140 0.440917 0.591 -0.916 0.038
N 1.634860 -4.143335 1.208947 -0.466 2.026 -0.071
H 3.870683 -2.052890 2.161760 -0.056 -0.333 -0.283
H 4.438350 -4.648851 2.204805 0.121 0.061 -0.200
H 5.383312 -3.589467 1.119361 -0.230 -0.038 0.128
H 4.428564 -5.583253 -0.112880 -0.281 0.217 0.089
H 3.800382 -4.070276 -0.761053 0.079 -0.021 0.225
H 2.425816 -6.108443 1.019905 -0.308 0.343 -0.037
H 1.836266 -5.370189 -0.493414 -0.068 0.060 0.347
H 0.619315 -4.199466 1.266980 0.252 -0.168 -0.246

---

(2)
11
Properties=species:S:1:pos:R:3:forces:R:3 method="wB97M-V/def2-TZVPD" multiplicity=1 gap_ev="7.93 / 7.93" energy_ev=-8772.278 fmax_ev_per_a=0.41 de_lowest_kj_mol=522.7
N -1.241529 1.213398 -1.328672 0.255 -0.205 0.156
C -0.437951 0.753038 -0.445997 -0.244 0.126 -0.310
C -0.756744 -0.287200 1.001781 0.151 0.086 0.247
O 0.453716 -0.691218 1.306509 -0.176 0.072 -0.005
C 1.076017 -0.963639 0.026535 0.163 -0.221 -0.010
O 0.789039 0.123845 -0.787399 0.014 0.053 -0.048
H -1.043048 0.788771 -2.233619 -0.030 0.069 0.029
H -0.322916 1.417394 0.460937 -0.026 -0.068 0.093
H -1.235202 0.142156 1.897371 -0.004 -0.042 -0.120
H 2.150690 -1.040069 0.191942 -0.135 0.009 -0.053
H 0.647377 -1.895830 -0.361996 0.031 0.121 0.022

---

(3)
37
Properties=species:S:1:pos:R:3:forces:R:3 method="wB97M-V/def2-TZVPD" multiplicity=1 gap_ev="6.53 / 6.52" energy_ev=-17260.061 charge=+1 fmax_ev_per_a=7.25 de_lowest_kj_mol=414.9 smiles="C=[N+](C)[C@@]1(C#N)CN(CCC)C(C)(C)C1"
C -3.681093 -0.875512 0.645646 6.918 0.134 -2.160
N -2.971790 0.149194 0.143435 -0.861 -1.776 1.516
C -3.626463 1.510442 0.114087 0.954 -1.635 -2.704
C -1.571739 0.132280 -0.189656 0.880 -1.832 1.026
C -1.093947 1.302783 -0.793920 -2.143 -1.970 0.616
N -0.440607 2.109159 -1.198487 2.501 3.791 -1.976
C -0.560399 0.035479 1.181667 -3.712 -1.513 2.048
N 0.611358 -0.251923 0.661715 1.339 0.117 -2.058
C 1.868054 0.231602 1.140660 1.008 0.450 -1.361
C 2.302750 1.643758 0.672498 0.363 -2.619 -1.318
C 3.365281 1.815594 -0.423535 -1.094 0.756 0.257
C 0.445616 -1.286245 -0.443581 1.054 1.825 0.064
C 1.464623 -0.942651 -1.567421 -1.337 1.543 2.570
C 0.814899 -2.565589 0.171607 0.441 -1.916 -0.264
C -1.002178 -1.132199 -0.937596 1.395 3.074 0.172
H -4.608641 -0.671925 0.916413 -4.142 0.818 1.252
H -3.244513 -1.926371 0.799552 -0.571 1.923 -0.563
H -2.945488 2.347628 0.170028 0.360 -0.191 0.540
H -4.269844 1.376186 0.905685 -2.070 0.949 1.306
H -4.011966 1.516591 -0.925878 -0.593 0.457 0.863
H -0.691988 0.698763 2.064270 0.482 0.627 -1.257
H -0.964222 -0.894558 1.636277 -0.961 -0.246 -0.077
H 2.532039 -0.464452 0.704772 1.287 -0.784 -0.120
H 1.947188 0.107795 2.184752 -0.056 -0.065 1.385
H 1.390320 2.025021 0.333977 -1.141 1.236 -0.690
H 2.655737 2.227960 1.426513 0.580 1.479 2.669
H 3.129427 2.808641 -0.727396 0.250 1.132 -0.512
H 4.420498 1.828565 -0.225770 0.338 -0.466 0.782
H 3.182061 1.273990 -1.303852 -0.108 -1.132 -1.061
H 2.374430 -1.345210 -1.315080 2.247 -1.142 0.396
H 1.622369 0.113259 -1.593096 -0.134 0.816 0.079
H 1.229604 -1.174748 -2.528545 -1.073 -1.321 -2.615
H 1.809921 -2.478628 0.542080 0.928 0.143 0.313
H 0.881467 -3.393591 -0.524766 -0.238 -0.150 -0.411
H 0.251997 -2.920355 1.004496 -0.948 0.064 0.628
H -1.647804 -1.869264 -0.707346 -1.760 -3.041 0.939
H -0.966941 -1.061480 -2.014211 -0.383 0.468 -0.273

---

(4)
9
Properties=species:S:1:pos:R:3:forces:R:3 method="wB97M-V/def2-TZVPD" multiplicity=1 gap_ev=9.84 energy_ev=-18413.834 fmax_ev_per_a=7.75 de_lowest_kj_mol=119.6 smiles="C/C=C(/F)Cl"
C -0.934694 0.345736 -0.406246 -4.307 6.181 -1.815
C -0.231503 -0.527116 0.350853 6.916 -0.492 1.515
C 1.094654 -0.243696 0.391959 -0.133 -2.891 0.061
F 1.987535 -1.027120 1.030624 -0.595 -0.753 1.494
Cl 2.118678 0.594264 -0.641223 -0.128 1.741 -1.191
H -0.436163 0.935569 -1.213449 0.128 -1.052 0.549
H -1.824377 -0.069776 -0.836156 -0.737 -0.024 -0.133
H -1.225578 1.251384 0.306592 -0.241 -1.609 -1.382
H -0.548553 -1.259244 1.017046 -0.903 -1.101 0.901

---

(5)
19
Properties=species:S:1:pos:R:3:forces:R:3 method="wB97M-V/def2-TZVPD" multiplicity=1 gap_ev=8.31 energy_ev=-10943.160 fmax_ev_per_a=3.66 de_lowest_kj_mol=589.3
C 1.488811 -0.634333 0.766809 2.567 -1.642 -2.025
C 1.539643 -0.080876 -1.117870 -0.556 1.607 1.860
O 1.195444 -1.977970 0.468178 -0.218 -0.626 0.594
O 1.529424 1.061903 -1.478476 0.120 -1.080 -0.043
H 0.497197 -2.249827 1.080177 0.310 -0.048 -0.296
H 1.296970 -0.489489 1.836942 -1.023 0.707 -0.639
H 2.564069 -0.450128 0.817405 0.711 -0.437 -0.507
H 1.720372 -0.902168 -1.855044 0.048 -0.203 0.682
C -1.491487 0.127159 0.496058 -0.064 0.193 -0.351
C -1.630165 -0.429047 -0.920622 -0.068 -0.014 0.146
C 0.059231 1.922533 0.440625 -0.684 -1.314 0.366
N -0.195346 0.719402 0.787712 -1.220 2.648 0.504
H -1.635187 -0.679799 1.220779 -0.126 0.020 -0.013
H -2.273635 0.873600 0.673934 -0.025 -0.070 0.001
H -0.625057 2.522763 -0.154039 -0.119 0.193 -0.177
H 0.984498 2.379032 0.760898 0.177 0.064 -0.009
H -2.663240 -0.730551 -1.101645 0.025 -0.025 0.015
H -1.364574 0.320131 -1.663569 0.033 0.075 -0.039
H -0.996966 -1.302336 -1.058251 0.116 -0.047 -0.070

---

(6)
9
Properties=species:S:1:pos:R:3:forces:R:3 method="wB97M-V/def2-TZVPD" multiplicity=1 gap_ev="10.54 / 7.28" energy_ev=-14394.641 fmax_ev_per_a=4.87 de_lowest_kj_mol=438.8
N -2.172348 1.296867 -0.390451 0.847 -1.165 2.015
N 1.069625 -1.287112 0.272718 0.651 -1.110 0.203
O 1.947860 0.806254 -0.942802 3.195 1.304 -2.502
P 0.914178 0.310971 -0.107632 -4.187 -0.129 2.492
H -2.660425 0.703699 -1.072809 0.133 -0.193 0.299
H -2.042342 0.687636 0.519693 -0.579 1.198 -2.253
H 1.687148 -1.837350 -0.341401 -0.477 0.545 0.531
H 0.589213 -1.845711 0.976765 0.062 0.597 -0.381
H 0.667091 1.164747 1.085921 0.355 -1.046 -0.405

---

(7)
21
Properties=species:S:1:pos:R:3:forces:R:3 method="wB97M-V/def2-TZVPD" multiplicity=1 gap_ev=9.64 energy_ev=-9967.715 fmax_ev_per_a=5.38 de_lowest_kj_mol=333.8 smiles="CN(C)CCCC=O"
C -0.676476 0.633759 1.959939 -1.685 -1.310 1.856
N -0.026099 -0.069502 0.873004 1.564 -0.139 2.434
C 0.839249 -1.121788 1.513951 0.963 -0.986 -5.202
C 0.690333 0.816371 -0.019197 2.278 -0.368 1.647
C 0.883806 0.098304 -1.293180 4.636 -0.170 -1.573
C -0.266217 0.060473 -2.155853 -2.436 -1.322 -2.514
C -1.590517 -0.345828 -1.499050 -1.328 0.100 -1.135
O -2.512304 -0.521046 -2.272258 -0.092 -0.201 0.574
H -0.018105 0.837999 2.814488 0.092 0.520 -0.266
H -1.228251 1.470318 1.634090 0.050 1.571 -0.650
H -1.584365 0.110314 2.477874 1.678 -0.197 -1.093
H 0.933608 -1.962560 0.716891 -0.070 1.129 1.446
H 0.268712 -1.470090 2.246567 -2.441 -1.898 3.104
H 1.848351 -1.060750 1.945039 0.021 1.480 -0.392
H 0.202052 1.741542 -0.082889 -1.416 1.162 -0.684
H 1.698263 1.218709 0.369335 -0.921 -1.050 -0.052
H 1.744601 0.658916 -1.875618 -1.355 -1.226 1.012
H 1.260639 -0.993310 -1.159583 -0.423 1.961 0.173
H -0.526981 0.961110 -2.739333 0.286 0.250 0.763
H -0.135900 -0.643958 -3.063890 -0.142 0.627 1.595
H -1.804395 -0.418992 -0.390324 0.740 0.069 -1.043

---

(8)
80
Properties=species:S:1:pos:R:3:forces:R:3 method="wB97M-V/def2-TZVPD" multiplicity=4 s2=3.811 gap_ev="4.83 / 7.15" energy_ev=-109893.113 fmax_ev_per_a=2.88 de_lowest_kj_mol=69.9
C -3.759056 -2.939462 1.249900 -0.338 -1.407 0.430
C -2.453760 -3.350257 0.821828 -0.541 -1.429 0.790
C -1.492750 -2.738873 1.677442 0.089 -0.358 0.375
H -2.242280 -4.063029 0.033113 -0.007 0.146 0.195
C -2.201082 -1.932190 2.635680 0.060 -0.683 1.205
C -3.599985 -2.065816 2.374258 0.100 -0.888 0.489
H -4.403922 -1.634463 2.965612 0.211 0.087 -0.303
H -4.699834 -3.283231 0.827934 0.228 0.189 0.084
H -0.420915 -2.902868 1.600926 -0.221 0.092 0.056
H -1.775267 -1.343131 3.442692 -0.116 -0.216 -0.167
Co -2.636649 -1.381884 0.783030 0.696 2.515 -1.156
Si 1.997947 -0.604555 1.444878 1.919 0.721 -0.193
C 2.954967 -0.408277 -0.180844 -0.144 -0.246 -0.030
C 3.405040 0.855793 -0.569039 0.432 0.159 -0.364
H 2.993013 1.753325 -0.089323 0.307 -0.303 -0.041
C 4.384114 0.990944 -1.560711 -0.408 -0.148 0.282
H 4.729379 1.985795 -1.848971 0.012 -0.318 0.091
C 4.892923 -0.156652 -2.173679 0.025 0.016 -0.045
H 5.711939 -0.068510 -2.889812 -0.299 -0.047 0.104
C 4.344351 -1.406994 -1.887342 -0.131 -0.004 -0.071
H 4.675937 -2.292110 -2.434130 -0.021 0.265 0.148
C 3.350971 -1.528619 -0.911730 0.259 0.172 -0.072
H 2.872020 -2.492058 -0.706415 0.399 0.202 -0.006
C 3.202709 0.329379 2.561476 0.414 0.198 -0.068
C 4.378034 -0.329883 2.958103 0.219 0.418 0.131
H 4.505003 -1.386692 2.707860 0.031 0.262 0.180
C 5.415042 0.365043 3.598526 -0.200 0.034 -0.042
H 6.337141 -0.154461 3.858545 -0.233 0.070 -0.028
C 5.285461 1.729423 3.895112 -0.260 -0.386 -0.115
H 6.092015 2.264408 4.409268 -0.372 -0.227 -0.215
C 4.117840 2.389897 3.509020 -0.124 0.016 -0.221
H 3.997223 3.455448 3.732508 0.059 -0.381 -0.163
C 3.109227 1.710116 2.804293 0.301 0.079 0.228
H 2.258611 2.277632 2.411182 0.371 -0.233 0.340
H 2.009361 -2.059151 1.719037 -0.081 -0.101 -0.144
Si 0.174517 2.206749 -1.573195 -0.541 -1.680 0.111
C 0.075665 1.563500 0.223256 -0.201 0.488 0.680
C 0.291625 0.194386 0.681349 -1.113 0.418 -1.376
H 0.055020 -0.622830 -0.006691 0.143 0.221 0.242
C 0.264922 -0.102578 2.100725 -0.116 -0.611 1.274
H 0.041969 -1.110727 2.456335 -0.326 0.440 -0.251
C 0.069004 0.958946 3.039470 -0.379 0.997 -0.389
H 0.188299 0.726248 4.098085 -0.296 0.237 -0.200
C -0.244583 2.209476 2.571377 -0.003 -0.968 2.072
H -0.481025 2.988193 3.293972 0.157 -0.015 -0.183
C -0.245873 2.503897 1.190504 0.198 -0.009 -1.848
H -0.512649 3.518851 0.884713 0.167 -0.214 0.053
C 0.654417 0.773765 -2.678728 -0.196 0.073 -0.481
C 0.025120 -0.433392 -2.377551 0.124 -0.385 0.266
H -0.809674 -0.426364 -1.670468 0.450 -0.123 -0.224
C 0.468452 -1.644801 -2.911440 -0.327 0.169 -0.296
H 0.075603 -2.579055 -2.516928 -0.053 0.119 -0.217
C 1.386018 -1.644552 -3.959908 -0.158 0.264 0.457
H 1.688901 -2.588602 -4.421816 0.001 0.416 0.129
C 1.903493 -0.419737 -4.380323 0.241 0.161 -0.183
H 2.612924 -0.421131 -5.204435 -0.089 0.139 0.100
C 1.582614 0.780215 -3.733738 -0.029 -0.233 0.284
H 2.054782 1.723867 -4.029454 -0.066 -0.445 0.044
H 1.033041 3.328897 -1.790337 0.581 0.726 0.118
Cl -1.720883 2.860373 -2.119611 0.008 0.112 0.071
C -3.058416 -2.065074 -3.391576 0.208 -0.371 0.236
C -3.703584 -0.901593 -3.813528 -0.085 0.299 0.392
C -3.940498 0.095992 -2.871264 -0.031 -0.092 -0.053
C -3.614591 -0.120819 -1.529626 0.941 -1.125 -0.032
N -2.922729 -1.249029 -1.123355 -1.120 0.034 -2.648
C -2.655582 -2.201604 -2.066896 -0.490 1.312 0.123
C -3.972083 0.759897 -0.427290 0.083 0.095 1.342
C -4.833033 1.858519 -0.528255 -0.107 -0.101 0.145
C -5.211070 2.561091 0.613540 0.235 -0.382 -0.471
C -4.575551 2.228631 1.812129 0.252 -0.244 0.523
C -3.646202 1.193036 1.860092 -0.430 -0.208 -0.845
N -3.423868 0.382092 0.785262 -0.196 2.275 -0.548
H -2.848631 -2.880574 -4.083627 -0.091 0.244 0.134
H -4.037894 -0.790317 -4.847696 0.247 0.050 0.344
H -4.386199 1.053211 -3.134428 0.006 -0.328 -0.153
H -2.103786 -3.076504 -1.730133 -0.206 0.289 -0.054
H -5.206152 2.128709 -1.510208 -0.161 -0.004 0.190
H -5.975988 3.340885 0.569102 0.405 -0.215 -0.003
H -4.808884 2.765171 2.730324 0.172 0.000 -0.224
H -3.041726 0.990652 2.752041 -0.446 -0.096 -0.335